1.
{
  "formula": "C2H3F2N6O4",
  "method": "ωB97M-V with the def2-TZVPD basis set",
  "symbols": ["C", "C", "N", "N", "N", "N", "N", "N", "O", "O", "O", "O", "F", "F", "H", "H", "H"],
  "positions_angstrom": [[-0.474, -1.859, -0.393], [0.285, 1.175, 0.278], [-1.372, -0.980, -0.909], [1.087, 0.138, -0.039], [1.065, -1.063, -0.120], [-1.581, 0.129, -0.841], [-0.683, -2.322, 0.968], [0.796, 2.379, 0.184], [-1.946, 1.150, -1.100], [0.154, 3.380, 0.331], [1.938, -1.877, -0.193], [2.067, 2.426, -0.345], [-1.201, -1.250, 1.763], [-1.579, -3.322, 1.041], [-0.306, -2.682, -0.949], [-0.639, 1.237, 0.826], [2.387, 3.342, -0.502]],
  "de_lowest_kcal_mol": 26.30,
  "e_homo_ev": [-13.0, -13.0],
  "lumo_ev": [-7.09, -7.09],
  "charge": 1,
  "orbital_gap_ev": [5.93, 5.93]
}


2.
{
  "formula": "C16H26Cl4F9NaO13P2",
  "method": "ωB97M-V with the def2-TZVPD basis set",
  "symbols": ["Na", "P", "F", "F", "F", "F", "F", "F", "C", "C", "O", "C", "O", "O", "F", "H", "H", "H", "C", "C", "O", "C", "O", "O", "F", "H", "H", "H", "C", "C", "O", "C", "O", "O", "F", "H", "H", "H", "C", "O", "P", "O", "O", "C", "O", "C", "H", "H", "H", "H", "H", "H", "H", "H", "H", "Cl", "C", "C", "Cl", "H", "H", "H", "H", "Cl", "C", "C", "Cl", "H", "H", "H", "H"],
  "positions_angstrom": [[2.453, -1.391, -2.458], [-0.081, -1.527, -0.804], [0.443, -2.340, -2.147], [0.923, -0.362, -1.314], [-1.323, -0.831, -1.639], [-0.460, -0.675, 0.519], [-1.041, -2.756, -0.368], [1.180, -2.174, -0.032], [-2.684, -4.050, 1.977], [-3.067, -2.714, 2.487], [-3.693, -3.012, 3.698], [-3.594, -4.354, 3.999], [-4.055, -4.871, 4.998], [-2.905, -4.982, 3.034], [-3.826, -1.985, 1.616], [-1.647, -4.029, 1.628], [-3.325, -4.319, 1.135], [-2.262, -2.008, 2.675], [2.864, -1.690, 2.575], [2.155, -0.358, 2.863], [3.183, 0.621, 2.523], [4.289, -0.040, 1.980], [5.312, 0.544, 1.628], [4.087, -1.348, 1.862], [1.705, -0.189, 4.152], [2.282, -2.289, 1.898], [3.202, -2.150, 3.511], [1.316, -0.017, 2.264], [-3.139, 1.555, -0.749], [-3.749, 1.268, 0.614], [-4.641, 0.178, 0.366], [-4.796, 0.027, -0.962], [-5.534, -0.836, -1.374], [-3.985, 0.827, -1.647], [-4.535, 2.333, 1.033], [-2.163, 1.125, -0.887], [-3.258, 2.594, -1.009], [-3.131, 0.970, 1.456], [3.972, 4.101, 3.178], [2.941, 4.392, 2.283], [3.314, 4.306, 0.714], [4.372, 3.338, 0.356], [1.884, 4.156, 0.035], [1.361, 2.807, 0.067], [3.669, 5.768, 0.220], [4.990, 6.193, 0.103], [4.372, 3.097, 3.054], [3.672, 4.131, 4.219], [4.786, 4.818, 3.096], [0.406, 2.811, 0.589], [2.010, 2.278, 0.738], [1.288, 2.591, -0.988], [5.482, 6.272, 1.089], [4.995, 7.173, -0.368], [5.649, 5.452, -0.358], [-1.345, -6.337, -1.526], [-0.590, -5.174, -2.655], [-1.630, -4.193, -3.166], [-2.877, -4.977, -4.161], [-0.270, -5.799, -3.469], [0.137, -4.643, -2.057], [-1.135, -3.445, -3.798], [-2.148, -3.752, -2.311], [-1.123, 2.991, -3.338], [-2.080, 1.690, -4.252], [-1.132, 0.633, -4.747], [-0.054, 1.115, -6.082], [-2.542, 2.197, -5.074], [-2.729, 1.216, -3.514], [-1.672, -0.263, -5.038], [-0.472, 0.311, -3.944]],
  "e_homo_ev": -10.8,
  "lumo_ev": -1.99,
  "orbital_gap_ev": 8.79
}


3.
{
  "formula": "C28H63O19P5S",
  "method": "ωB97M-V with the def2-TZVPD basis set",
  "symbols": ["C", "C", "C", "C", "C", "C", "C", "C", "C", "C", "C", "C", "C", "C", "P", "S", "C", "O", "O", "C", "O", "H", "H", "H", "H", "H", "H", "H", "H", "H", "H", "H", "H", "H", "H", "H", "H", "H", "H", "H", "H", "H", "H", "H", "H", "H", "H", "H", "C", "O", "P", "O", "O", "C", "O", "C", "H", "H", "H", "H", "H", "H", "H", "H", "H", "C", "O", "P", "O", "O", "C", "O", "C", "H", "H", "H", "H", "H", "H", "H", "H", "H", "C", "O", "P", "O", "O", "C", "O", "C", "H", "H", "H", "H", "H", "H", "H", "H", "H", "C", "O", "P", "O", "O", "C", "O", "C", "H", "H", "H", "H", "H", "H", "H", "H", "H"],
  "positions_angstrom": [[1.224, 5.010, 3.643], [0.097, 4.060, 4.395], [0.741, 2.581, 4.789], [-0.428, 1.448, 4.409], [0.100, -0.077, 4.793], [-0.283, -1.190, 3.606], [-1.347, -2.292, 4.236], [-2.425, -2.876, 3.144], [-1.810, -4.122, 2.212], [-1.068, -3.542, 0.832], [-0.739, -4.759, -0.260], [-1.130, -4.162, -1.731], [0.102, -3.609, -2.639], [1.478, -3.137, -2.349], [2.278, -3.056, -0.620], [4.157, -2.480, -0.895], [2.086, -2.686, -3.815], [3.287, -2.107, -4.077], [1.118, -2.935, -4.920], [-0.133, -3.446, -4.284], [-1.283, -3.711, -4.926], [0.828, 5.243, 2.566], [1.414, 5.974, 4.304], [2.264, 4.446, 3.524], [-0.853, 3.873, 3.710], [-0.307, 4.539, 5.394], [1.645, 2.343, 4.066], [1.069, 2.522, 5.916], [-0.604, 1.444, 3.234], [-1.454, 1.727, 4.946], [-0.348, -0.412, 5.843], [1.274, -0.008, 4.968], [0.736, -1.679, 3.278], [-0.773, -0.657, 2.671], [-1.962, -1.699, 5.066], [-0.784, -3.157, 4.813], [-3.365, -3.247, 3.776], [-2.829, -2.028, 2.442], [-2.768, -4.742, 1.872], [-1.066, -4.779, 2.854], [-0.109, -2.981, 1.201], [-1.840, -2.747, 0.390], [-1.519, -5.612, -0.011], [0.352, -5.177, -0.172], [-1.623, -5.065, -2.337], [-1.983, -3.327, -1.705], [2.396, -4.404, -0.048], [1.661, -2.108, 0.272], [7.176, 5.028, 2.096], [5.922, 5.080, 1.438], [5.430, 3.608, 0.672], [6.654, 3.696, -0.254], [4.150, 4.392, -0.012], [4.371, 5.593, -0.727], [4.938, 2.137, -0.094], [5.018, 2.034, -1.506], [7.197, 5.804, 2.865], [7.325, 4.054, 2.569], [7.978, 5.226, 1.381], [5.374, 5.637, -1.161], [4.222, 6.446, -0.060], [3.640, 5.653, -1.538], [6.043, 1.802, -1.804], [4.680, 2.947, -2.001], [4.376, 1.208, -1.826], [-4.623, -11.194, 0.693], [-3.239, -10.962, 0.497], [-2.851, -9.561, -0.442], [-3.583, -10.180, -1.644], [-1.265, -10.011, -0.457], [-0.917, -11.322, -0.857], [-2.464, -8.161, -1.381], [-2.030, -8.326, -2.721], [-4.750, -11.797, 1.596], [-5.160, -10.250, 0.817], [-5.030, -11.749, -0.157], [-1.644, -11.749, -1.553], [-0.835, -11.962, 0.026], [0.057, -11.288, -1.352], [-2.894, -8.479, -3.374], [-1.330, -9.159, -2.823], [-1.526, -7.408, -3.034], [-4.588, 3.380, -0.984], [-4.440, 1.975, -1.105], [-2.872, 1.361, -0.708], [-2.273, 2.180, -1.863], [-3.320, -0.131, -1.248], [-3.891, -0.262, -2.536], [-1.305, 0.747, -0.310], [-0.437, 0.342, -1.355], [-5.647, 3.607, -0.838], [-4.021, 3.756, -0.129], [-4.251, 3.868, -1.903], [-3.555, 0.523, -3.220], [-4.981, -0.235, -2.455], [-3.597, -1.231, -2.949], [0.057, 1.216, -1.788], [-0.967, -0.214, -2.132], [0.333, -0.307, -0.929], [0.380, 10.674, -0.613], [0.239, 10.060, -1.883], [-0.577, 8.535, -1.878], [0.541, 7.954, -0.997], [-0.202, 8.330, -3.471], [1.139, 8.481, -3.895], [-1.392, 7.009, -1.874], [-0.635, 5.821, -2.033], [0.501, 11.751, -0.758], [-0.504, 10.495, 0.004], [1.272, 10.288, -0.112], [1.854, 8.250, -3.099], [1.297, 9.505, -4.243], [1.319, 7.798, -4.730], [-0.182, 5.538, -1.080], [0.137, 5.930, -2.799], [-1.315, 5.020, -2.337]],
  "de_lowest_kcal_mol": 355.58,
  "e_homo_ev": -8.6,
  "lumo_ev": -3.26,
  "orbital_gap_ev": 5.29
}


4.
{
  "formula": "C20H21ClN2O6S",
  "method": "ωB97M-V with the def2-TZVPD basis set",
  "symbols": ["C", "N", "C", "C", "C", "C", "C", "C", "H", "H", "H", "H", "H", "S", "O", "O", "C", "C", "C", "C", "C", "C", "H", "H", "Cl", "C", "O", "O", "C", "H", "H", "C", "O", "N", "C", "H", "H", "C", "O", "C", "H", "C", "H", "H", "H", "H", "H", "H", "H", "H", "H"],
  "positions_angstrom": [[1.781, -4.939, 0.325], [1.299, -3.609, 0.610], [2.185, -2.531, 0.666], [1.728, -1.283, 1.091], [2.582, -0.198, 1.137], [3.910, -0.334, 0.764], [4.374, -1.572, 0.360], [3.526, -2.664, 0.308], [3.920, -3.616, -0.006], [5.410, -1.697, 0.079], [4.576, 0.514, 0.800], [2.211, 0.756, 1.477], [0.707, -1.182, 1.415], [-0.331, -3.302, 0.351], [-0.922, -4.524, -0.099], [-0.921, -2.659, 1.486], [-0.314, -2.118, -1.006], [-1.077, -0.977, -0.902], [-1.065, -0.028, -1.922], [-0.274, -0.266, -3.052], [0.470, -1.438, -3.156], [0.453, -2.364, -2.130], [1.026, -3.274, -2.201], [1.060, -1.607, -4.042], [-0.225, 0.854, -4.344], [-1.851, 1.234, -1.769], [-1.543, 2.298, -2.231], [-2.939, 1.030, -1.015], [-3.794, 2.154, -0.818], [-4.587, 1.807, -0.153], [-4.226, 2.461, -1.777], [-3.110, 3.404, -0.243], [-3.324, 4.491, -0.734], [-2.323, 3.235, 0.838], [-2.087, 2.030, 1.602], [-2.682, 1.198, 1.236], [-2.361, 2.233, 2.645], [-0.593, 1.681, 1.547], [0.199, 2.754, 1.998], [-0.036, 3.919, 1.234], [0.610, 4.692, 1.653], [-1.506, 4.340, 1.306], [-1.698, 5.202, 0.666], [-1.776, 4.576, 2.340], [0.238, 3.741, 0.183], [-0.377, 0.839, 2.206], [-0.314, 1.420, 0.514], [-1.671, -0.827, -0.015], [2.486, -5.251, 1.097], [2.261, -5.005, -0.656], [0.918, -5.598, 0.337]],
  "de_lowest_kcal_mol": 2.46,
  "e_homo_ev": -8.8,
  "lumo_ev": -0.26,
  "orbital_gap_ev": 8.57
}